{
  "formula": "C6H5Cl5F9NaO9S3",
  "method": "ωB97M-V with the def2-TZVPD basis set",
  "lumo_ev": 1.8807,
  "orbital_gap_ev": 5.0062,
  "max_force_ev_per_a": 4.84,
  "total_charge": -2,
  "symbols": ["Na", "C", "F", "F", "F", "S", "O", "O", "O", "C", "F", "F", "F", "S", "O", "O", "O", "C", "F", "F", "F", "S", "O", "O", "O", "Cl", "C", "C", "Cl", "H", "H", "H", "H", "C", "Cl", "Cl", "Cl", "H"],
  "coordinates": [[-1.322, 1.380, -1.958], [1.753, -1.298, 3.136], [0.440, -1.420, 3.450], [2.512, -1.267, 4.249], [2.079, -2.279, 2.297], [1.965, 0.398, 2.214], [1.936, 1.581, 3.119], [3.308, 0.388, 1.604], [0.829, 0.460, 1.250], [3.188, -3.584, -3.398], [2.361, -4.249, -4.237], [2.941, -3.891, -2.158], [4.451, -3.865, -3.705], [2.936, -1.651, -3.611], [1.561, -1.364, -3.175], [3.953, -0.996, -2.781], [3.107, -1.388, -5.028], [2.696, 6.451, -2.708], [2.861, 6.064, -4.016], [3.909, 7.014, -2.359], [1.712, 7.311, -2.596], [2.454, 4.957, -1.523], [3.380, 3.860, -1.845], [2.611, 5.432, -0.136], [1.062, 4.548, -1.834], [-3.371, -2.540, 0.163], [-4.064, -3.988, 1.013], [-5.608, -3.981, 0.860], [-6.167, -4.353, -0.738], [-3.845, -3.769, 2.058], [-3.689, -4.899, 0.547], [-6.003, -3.017, 1.180], [-5.964, -4.769, 1.523], [-4.044, 1.861, 3.913], [-3.537, 2.042, 2.194], [-2.651, 1.577, 4.969], [-5.133, 0.485, 3.904], [-4.608, 2.760, 4.162]],
  "atomic_forces_ev_per_a": [[1.13, -0.01, 0.33], [-0.30, 2.92, -1.32], [0.65, -0.55, 0.50], [-0.54, -0.95, -0.42], [0.13, -0.21, 0.91], [1.26, 4.19, -2.07], [-0.94, -2.47, 0.46], [-1.62, -1.73, 0.69], [0.93, -1.24, 1.34], [-0.46, 3.65, -1.42], [0.33, -0.36, 0.43], [-0.22, -1.08, 1.06], [0.20, -0.72, -0.04], [0.06, 2.10, 0.61], [0.36, -1.04, 0.06], [-0.76, -1.66, -0.56], [0.18, -0.93, -0.36], [2.31, -2.14, 0.57], [-0.67, 0.56, 1.07], [-1.29, 0.29, -0.39], [0.03, 0.58, -0.32], [-0.81, -3.37, 1.90], [-0.39, 2.32, -0.56], [-0.07, 0.77, -2.13], [0.49, 1.06, -0.31], [-0.09, -0.57, 0.04], [-1.34, 1.25, -0.80], [1.24, 0.03, 1.40], [-0.24, -0.12, -0.94], [0.25, -0.72, -0.09], [0.44, 0.20, 0.46], [-0.04, -0.11, -0.10], [-0.21, 0.08, 0.03], [0.51, -0.19, -0.92], [0.21, 0.37, 0.49], [-0.57, 0.33, -0.36], [-0.46, -0.31, 0.52], [0.35, -0.23, 0.24]],
  "mulliken_charge": [0.971, 0.509, -0.220, -0.208, -0.195, 1.083, -0.682, -0.642, -0.636, 0.556, -0.237, -0.207, -0.227, 1.104, -0.667, -0.625, -0.690, 0.519, -0.230, -0.235, -0.196, 1.122, -0.615, -0.647, -0.710, -0.158, -0.487, -0.407, -0.181, 0.288, 0.352, 0.305, 0.290, 0.013, -0.102, -0.071, -0.135, 0.300]
}